A cluster of 4 separate species, C56H47O10 in total in a non-equilibrium geometry, computed with wB97M-V/def2-TZVPD.

Its calculated total energy is -2914.2770 a.u. The charge is -1. For the LUMO energy, the calculation gives 0.12 eV. For the HOMO-LUMO gap, the calculation gives 4.83 eV.

Each atom is followed by the atoms it is bonded to, with distances in Å.
Cartesian coordinates (Å):
1 C 1.73 6.12 -0.61  C2 1.413, H19 1.193
2 C 0.91 5.62 -1.65  C1 1.413, C3 1.644
3 C -0.15 5.22 -2.83  C2 1.644, C4 1.670, H20 1.184, H21 1.194
4 C -0.64 3.63 -2.77  C3 1.670, C5 1.637, H22 1.170, H23 1.194
5 C 0.34 2.61 -3.60  C4 1.637, C6 1.638, H24 1.171, H25 1.193
6 C 1.51 1.88 -2.71  C5 1.638, C7 1.660, O14 1.471, C16 1.673
7 C 0.98 1.28 -1.26  C6 1.660, O8 1.501, H26 1.193, H27 1.194
8 O 2.09 0.65 -0.46  C7 1.501, C9 1.481
9 C 1.38 -0.05 0.64  O8 1.481, C10 1.662, H28 1.172, H29 1.178
10 C 2.42 -0.16 1.93  C9 1.662, C11 1.663, H30 1.188, H31 1.189
11 C 2.15 1.21 2.84  C10 1.663, C12 1.643, H32 1.176, H33 1.187
12 C 2.79 1.13 4.35  C11 1.643, C13 1.647, H34 1.177, H35 1.184
13 C 2.82 2.67 4.94  C12 1.647, H36 1.183, H37 1.178, H38 1.176
14 O 2.52 2.90 -2.39  C6 1.471, C15 1.471
15 C 3.58 2.99 -3.40  O14 1.471, H39 1.194, H40 1.194, H41 1.179
16 C 2.10 0.65 -3.67  C6 1.673, O17 1.356, O18 1.471
17 O 1.91 0.73 -5.01  C16 1.356
18 O 2.85 -0.51 -3.17  C16 1.471
19 H 2.23 6.47 0.42  C1 1.193
20 H 0.19 5.55 -3.92  C3 1.184
21 H -1.15 5.84 -2.63  C3 1.194
22 H -0.88 3.31 -1.67  C4 1.170
23 H -1.69 3.62 -3.34  C4 1.194
24 H -0.31 1.81 -4.15  C5 1.171
25 H 0.86 3.26 -4.45  C5 1.193
26 H 0.15 0.44 -1.42  C7 1.193
27 H 0.57 2.14 -0.54  C7 1.194
28 H 1.03 -1.11 0.29  C9 1.172
29 H 0.43 0.56 0.98  C9 1.178
30 H 3.55 -0.20 1.55  C10 1.188
31 H 2.27 -1.16 2.56  C10 1.189
32 H 0.98 1.31 2.96  C11 1.176
33 H 2.64 2.12 2.25  C11 1.187
34 H 3.84 0.61 4.37  C12 1.177
35 H 2.04 0.49 5.01  C12 1.184
36 H 2.89 3.45 4.05  C13 1.183
37 H 1.79 2.89 5.48  C13 1.178
38 H 3.74 2.87 5.64  C13 1.176
39 H 4.42 2.15 -3.27  C15 1.194
40 H 4.15 4.01 -3.19  C15 1.194
41 H 3.19 3.07 -4.51  C15 1.179
42 C -1.62 -5.28 5.03  C43 1.395, C47 1.396, H58 1.088
43 C -0.57 -4.46 4.63  C42 1.395, C44 1.396, H59 1.088
44 C -0.63 -3.08 4.87  C43 1.396, C45 1.400, H60 1.089
45 C -1.74 -2.53 5.51  C44 1.400, C46 1.394, C56 1.476
46 C -2.81 -3.35 5.89  C45 1.394, C47 1.401, C48 1.477
47 C -2.74 -4.73 5.66  C42 1.396, C46 1.401, H61 1.089
48 C -4.01 -2.77 6.52  C46 1.477, O49 1.225, C50 1.477
49 O -4.94 -3.49 6.86  C48 1.225
50 C -4.08 -1.31 6.72  C48 1.477, C51 1.401, C55 1.394
51 C -5.24 -0.74 7.26  C50 1.401, C52 1.397, H62 1.089
52 C -5.31 0.64 7.47  C51 1.397, C53 1.395, H63 1.088
53 C -4.22 1.45 7.15  C52 1.395, C54 1.396, H64 1.088
54 C -3.06 0.89 6.61  C53 1.396, C55 1.401, H65 1.089
55 C -3.00 -0.49 6.38  C50 1.394, C54 1.401, C56 1.476
56 C -1.79 -1.08 5.78  C45 1.476, C55 1.476, O57 1.226
57 O -0.83 -0.37 5.49  C56 1.226
58 H -1.57 -6.35 4.85  C42 1.088
59 H 0.29 -4.89 4.13  C43 1.088
60 H 0.20 -2.45 4.56  C44 1.089
61 H -3.56 -5.38 5.97  C47 1.089
62 H -6.09 -1.36 7.52  C51 1.089
63 H -6.21 1.08 7.89  C52 1.088
64 H -4.27 2.53 7.32  C53 1.088
65 H -2.22 1.53 6.36  C54 1.089
66 C 3.46 -2.78 -1.11  C67 1.395, C71 1.396, H82 1.088
67 C 4.22 -1.61 -0.98  C66 1.395, C68 1.396, H83 1.088
68 C 5.55 -1.69 -0.55  C67 1.396, C69 1.400, H84 1.089
69 C 6.11 -2.93 -0.25  C68 1.400, C70 1.394, C80 1.476
70 C 5.35 -4.09 -0.36  C69 1.394, C71 1.401, C72 1.477
71 C 4.02 -4.02 -0.80  C66 1.396, C70 1.401, H85 1.089
72 C 5.92 -5.40 0.00  C70 1.477, O73 1.225, C74 1.477
73 O 5.25 -6.42 -0.10  C72 1.225
74 C 7.31 -5.47 0.50  C72 1.477, C75 1.401, C79 1.394
75 C 7.85 -6.70 0.90  C74 1.401, C76 1.397, H86 1.089
76 C 9.17 -6.77 1.35  C75 1.397, C77 1.395, H87 1.088
77 C 9.96 -5.62 1.40  C76 1.395, C78 1.396, H88 1.088
78 C 9.42 -4.39 1.00  C77 1.396, C79 1.401, H89 1.089
79 C 8.09 -4.31 0.56  C74 1.394, C78 1.401, C80 1.476
80 C 7.53 -3.01 0.18  C69 1.476, C79 1.476, O81 1.226
81 O 8.21 -1.99 0.22  C80 1.226
82 H 2.43 -2.72 -1.45  C66 1.088
83 H 3.78 -0.65 -1.20  C67 1.088
84 H 6.13 -0.78 -0.46  C68 1.089
85 H 3.42 -4.92 -0.90  C71 1.089
86 H 7.25 -7.60 0.86  C75 1.089
87 H 9.59 -7.72 1.67  C76 1.088
88 H 10.99 -5.67 1.75  C77 1.088
89 H 10.04 -3.49 1.05  C78 1.089
90 C -9.70 4.46 -5.55  C91 1.395, C95 1.396, H106 1.088
91 C -8.84 5.21 -4.74  C90 1.395, C92 1.396, H107 1.088
92 C -7.54 4.76 -4.49  C91 1.396, C93 1.400, H108 1.089
93 C -7.10 3.55 -5.05  C92 1.400, C94 1.394, C104 1.476
94 C -7.96 2.79 -5.84  C93 1.394, C95 1.401, C96 1.477
95 C -9.26 3.25 -6.10  C90 1.396, C94 1.401, H109 1.089
96 C -7.52 1.50 -6.39  C94 1.477, O97 1.225, C98 1.477
97 O -8.28 0.83 -7.09  C96 1.225
98 C -6.16 1.01 -6.09  C96 1.477, C99 1.401, C103 1.394
99 C -5.75 -0.24 -6.56  C98 1.401, C100 1.397, H110 1.089
100 C -4.46 -0.71 -6.28  C99 1.397, C101 1.395, H111 1.088
101 C -3.58 0.08 -5.55  C100 1.395, C102 1.396, H112 1.088
102 C -3.99 1.33 -5.08  C101 1.396, C103 1.401, H113 1.089
103 C -5.28 1.79 -5.34  C98 1.394, C102 1.401, C104 1.476
104 C -5.72 3.10 -4.80  C93 1.476, C103 1.476, O105 1.226
105 O -4.94 3.79 -4.16  C104 1.226
106 H -10.71 4.81 -5.74  C90 1.088
107 H -9.19 6.14 -4.30  C91 1.088
108 H -6.88 5.35 -3.87  C92 1.089
109 H -9.94 2.67 -6.72  C95 1.089
110 H -6.44 -0.87 -7.13  C99 1.089
111 H -4.15 -1.68 -6.64  C100 1.088
112 H -2.57 -0.27 -5.34  C101 1.088
113 H -3.29 1.94 -4.50  C102 1.089

Atomic partial charges in e from the Löwdin method, atoms 1 to 6: 0.021 -0.097 -0.205 -0.192 -0.121 -0.305